# 1
Entry from the Open Molecules 2025 dataset: 8 unconnected molecules or ions with the total composition C56H67N2OP in a non-equilibrium geometry (ωB97M-V/def2-TZVPD).

Structure (XYZ):
```
127
Properties=species:S:1:pos:R:3:forces:R:3
C -1.41823 2.94315 2.30030 -0.2 -0.2 0.1
C -0.97309 2.24461 3.75296 0.0 1.9 -0.9
O -0.01374 1.13851 3.59283 -2.4 -0.2 1.5
C -0.23240 0.06296 4.57380 1.4 -1.7 0.4
C -0.52709 -1.41574 3.87276 -0.2 0.3 0.3
C -2.16315 -1.68458 3.74345 1.0 -1.1 0.3
C -2.42900 -2.57942 2.39615 -1.0 -0.9 0.7
C -3.25396 -1.81801 1.20296 -0.1 0.5 0.2
C -2.33766 -1.25055 -0.03072 -0.1 1.0 0.7
C -1.05506 -0.35988 0.52904 7.8 3.0 -0.6
N 0.09195 0.22958 0.66226 -10.7 -5.2 -1.1
C -1.87656 -2.37298 -1.13340 0.4 -0.6 -0.4
C -0.74238 -3.43918 -0.60160 4.3 -4.4 5.8
N 0.05841 -4.19963 0.09301 -7.2 6.9 -6.6
P -1.00801 -1.37185 -2.56153 1.2 0.3 -0.1
C -2.36728 -0.35298 -3.46047 -0.5 -0.5 0.5
C -0.14988 -2.61602 -3.78754 0.4 -0.3 -0.4
C 1.46059 -2.74639 -3.40194 0.3 0.0 0.2
H -2.24134 3.77274 2.50928 1.8 -1.7 -0.2
H -1.91468 2.17140 1.56180 1.1 1.4 1.6
H -0.50732 3.45481 1.76102 -1.8 -1.1 1.1
H -1.97491 1.95481 4.29125 2.1 0.3 -0.8
H -0.39505 3.11277 4.33273 -1.5 -1.8 -0.9
H 0.79024 -0.07895 5.17222 -2.2 0.5 -1.2
H -1.08286 0.26804 5.35137 1.5 -0.1 -1.5
H 0.01445 -1.53973 2.82265 -1.2 0.7 2.3
H -0.05657 -2.26832 4.55959 -1.1 1.9 -1.3
H -2.80724 -0.71187 3.83379 1.3 -1.7 -0.4
H -2.43493 -2.37583 4.67114 0.4 1.6 -1.9
H -3.11075 -3.49792 2.73761 1.5 1.9 -0.9
H -1.40337 -3.04461 2.07938 -2.1 1.0 0.3
H -3.81832 -0.89926 1.70192 1.2 -1.8 -1.2
H -4.10231 -2.49225 0.73148 1.9 1.2 0.9
H -3.01926 -0.46878 -0.62202 1.6 -1.7 1.2
H -2.83583 -2.90863 -1.57526 2.0 0.7 1.4
H -3.35100 -0.98808 -3.40397 1.5 1.5 -0.6
H -2.47988 0.65391 -2.82880 0.2 -2.2 -1.7
H -1.97576 -0.16272 -4.55377 -1.0 -0.3 2.2
H -0.67480 -3.66585 -3.79045 1.1 2.0 -0.3
H -0.18865 -2.10718 -4.85776 -0.2 -1.2 2.2
H 2.09022 -2.88057 -4.39218 -1.3 0.2 2.0
H 1.86363 -1.76937 -2.86201 -1.0 -2.0 -1.2
H 1.68874 -3.65619 -2.67647 -0.7 1.9 -1.6
C 2.41448 2.05697 -2.37940 0.0 0.0 -0.1
C 3.36403 2.99247 -2.78926 -0.1 -0.1 -0.1
C 3.50208 3.30025 -4.14240 -0.1 -0.2 0.0
C 2.69284 2.66879 -5.08718 0.0 0.0 0.1
C 1.74964 1.72641 -4.67824 0.1 0.1 0.1
C 1.60895 1.42134 -3.32471 0.1 0.1 -0.1
H 2.30256 1.82231 -1.32435 0.0 0.0 -0.1
H 3.99649 3.48276 -2.05338 -0.1 -0.1 -0.1
H 4.23988 4.03190 -4.46112 -0.1 -0.1 0.0
H 2.79836 2.91025 -6.14120 0.0 0.0 0.1
H 1.12292 1.22977 -5.41494 0.1 0.1 0.1
H 0.87227 0.68867 -3.00596 0.1 0.1 0.0
C -5.56105 2.03691 -0.75596 0.0 0.2 0.1
C -4.32333 2.67331 -0.66747 -0.2 0.0 0.1
C -4.23498 3.95638 -0.12831 -0.1 0.0 0.0
C -5.38599 4.60557 0.31886 0.0 -0.2 -0.1
C -6.62502 3.97286 0.22182 0.1 -0.1 0.0
C -6.71293 2.68826 -0.31388 0.2 0.1 0.0
H -5.62865 1.03452 -1.16992 0.0 0.1 0.0
H -3.42663 2.16856 -1.01825 -0.1 0.1 0.1
H -3.26972 4.45069 -0.05637 -0.1 -0.1 0.0
H -5.31715 5.60415 0.74134 0.0 -0.1 -0.1
H -7.52300 4.48095 0.56478 0.1 -0.1 0.0
H -7.67825 2.19440 -0.38727 0.1 0.1 0.0
C 3.30127 0.24556 0.99801 0.1 0.0 -0.1
C 3.79343 0.90498 2.12397 0.1 -0.1 -0.1
C 5.15162 0.83932 2.43344 0.0 -0.1 -0.2
C 6.01793 0.10999 1.61870 -0.2 0.0 0.0
C 5.52423 -0.55712 0.49792 -0.1 0.1 0.1
C 4.16664 -0.48840 0.18627 0.1 0.1 0.2
H 2.24408 0.30245 0.75339 0.3 0.0 0.1
H 3.11802 1.47125 2.76040 0.0 -0.1 -0.1
H 5.53539 1.35618 3.30913 0.0 -0.1 -0.1
H 7.07655 0.06078 1.85808 -0.1 0.0 0.0
H 6.19820 -1.13049 -0.13388 -0.1 0.1 0.1
H 3.78246 -1.00639 -0.68849 0.0 0.1 0.1
C 5.37379 0.82465 -10.10669 0.0 0.1 0.2
C 4.78423 0.30956 -8.95261 0.1 0.2 0.0
C 4.80510 1.04701 -7.76918 0.1 0.1 -0.1
C 5.41990 2.29893 -7.73851 0.0 -0.1 -0.2
C 6.01763 2.81001 -8.89023 -0.1 -0.1 0.0
C 5.99351 2.07423 -10.07469 -0.1 -0.1 0.1
H 5.35148 0.25273 -11.03034 0.0 0.1 0.1
H 4.30733 -0.66713 -8.97570 0.1 0.1 0.0
H 4.34253 0.64673 -6.87082 0.1 0.1 -0.1
H 5.43407 2.87483 -6.81736 0.0 -0.1 -0.1
H 6.50205 3.78307 -8.86505 -0.1 -0.2 0.0
H 6.45729 2.47367 -10.97272 -0.1 -0.1 0.1
C -2.84225 -6.91562 -4.27348 0.0 0.0 0.2
C -4.06719 -7.43650 -3.85753 0.1 0.1 0.1
C -4.44250 -7.35263 -2.51706 0.2 0.1 0.0
C -3.59025 -6.75119 -1.59069 0.0 0.0 -0.2
C -2.36120 -6.23859 -2.00496 -0.1 0.0 0.0
C -1.98746 -6.31907 -3.34613 -0.2 -0.1 0.0
H -2.55305 -6.97513 -5.31920 0.0 0.0 0.1
H -4.73032 -7.90751 -4.57885 0.1 0.1 0.1
H -5.39873 -7.75565 -2.19387 0.1 0.1 -0.1
H -3.88348 -6.68338 -0.54675 0.1 0.0 -0.1
H -1.69423 -5.77512 -1.28213 -0.1 -0.1 -0.1
H -1.03068 -5.91746 -3.66922 -0.1 -0.1 0.1
C 4.00032 -1.11176 7.20163 0.2 -0.1 -0.1
C 4.33087 -0.88799 5.86541 0.1 -0.1 0.1
C 5.56340 -1.31308 5.37049 0.0 0.0 0.2
C 6.46817 -1.95871 6.21356 -0.2 0.1 0.1
C 6.14142 -2.17420 7.55212 -0.1 0.1 -0.1
C 4.90735 -1.75248 8.04619 0.0 0.0 -0.2
H 3.03716 -0.78642 7.58529 0.1 0.0 0.0
H 3.62694 -0.38260 5.20894 0.1 -0.1 0.0
H 5.81927 -1.14155 4.32821 -0.1 0.0 0.1
H 7.42743 -2.29230 5.82766 -0.1 0.0 0.0
H 6.84881 -2.67204 8.21083 -0.1 0.1 -0.1
H 4.65191 -1.92258 9.08875 0.0 0.0 -0.1
C -4.99467 5.57520 5.82583 0.0 -0.2 0.0
C -4.89519 5.25940 4.47115 0.0 -0.1 0.1
C -4.65980 3.94267 4.07669 0.0 0.0 0.1
C -4.51939 2.94136 5.03787 0.0 0.2 0.1
C -4.60960 3.25871 6.39289 0.0 0.1 -0.1
C -4.84875 4.57481 6.78732 0.0 0.0 -0.2
H -5.18478 6.60011 6.13265 0.0 -0.1 0.0
H -5.00204 6.04002 3.72208 0.0 -0.1 0.1
H -4.58573 3.69636 3.02071 0.0 0.0 0.1
H -4.33857 1.91500 4.73081 0.0 0.1 0.0
H -4.49429 2.47952 7.14236 0.0 0.1 -0.1
H -4.92137 4.82156 7.84323 0.0 0.0 -0.2
```
Positions in Å, forces in eV/Å.

Computed properties:
SMILES = CCOCCCCC[C@@H](C#N)[C@H](C#N)P(C)CC.c1ccccc1.c1ccccc1.c1ccccc1.c1ccccc1.c1ccccc1.c1ccccc1.c1ccccc1
HOMO level = -8.5 eV
DFT total energy = -73465.329 eV

# 2
Entry from the Open Molecules 2025 dataset: a molecular structure, C6H14N2O2 in a non-equilibrium geometry (ωB97M-V/def2-TZVPD).

Structure (XYZ):
```
24
Properties=species:S:1:pos:R:3:forces:R:3
C 0.24298 -1.99250 -0.24008 -0.6 -6.3 -3.5
C 0.93273 -0.86790 0.37969 2.7 -0.8 2.6
C 2.80334 0.60251 0.01181 1.9 -1.8 -3.3
C -2.96938 -0.47692 -0.08776 -1.2 -0.2 -2.2
C -1.64018 0.07806 0.29746 -0.2 0.5 0.3
C -0.05368 1.94437 0.25944 -1.1 2.4 0.0
H 0.49684 -1.60388 -1.48586 -1.9 -2.6 3.1
H -1.07085 -2.25687 0.09343 5.0 0.1 -1.7
H 0.95045 -3.23998 0.10299 -1.9 3.8 -1.4
H 1.78914 -0.83907 -1.46219 0.8 2.2 2.7
H 2.71227 0.74617 1.02002 -0.5 -0.4 2.7
H 3.80625 0.06098 -0.20834 -1.4 1.4 0.4
H 2.73982 1.60489 -0.36739 0.3 0.4 -0.9
H -3.50547 0.12494 -0.94304 0.8 -0.9 1.8
H -3.64416 -0.63923 0.77734 0.5 0.0 -0.6
H -2.69177 -1.45974 -0.59520 -0.7 1.0 0.8
H -2.13828 1.91632 -0.39411 0.9 -0.3 0.3
H 0.60031 1.23796 0.69328 0.2 -0.5 0.4
H 0.31508 2.32462 -0.69455 0.3 0.0 0.2
H -0.09040 2.81896 0.98722 -0.3 -0.9 -0.8
N 1.75036 -0.25997 -0.52278 0.4 -0.7 -1.2
N -1.36654 1.36141 -0.00113 -0.9 0.7 -0.3
O 0.79666 -0.56826 1.56983 10.9 -0.4 2.9
O -0.76553 -0.61687 0.80992 -14.2 3.4 -2.1
```
Positions in Å, forces in eV/Å.

Computed properties:
HOMO level = -6.9 eV
energy above the lowest of the compared OMol25 structures with the same formula, charge and spin = 1034.7 kJ/mol
DFT total energy = -13514.900 eV

# 3
Entry from the Open Molecules 2025 dataset: 2 unconnected molecules or ions with the total composition C3H5FN2 in a non-equilibrium geometry (ωB97M-V/def2-TZVPD).

Structure (XYZ):
```
11
Properties=species:S:1:pos:R:3:forces:R:3
C 0.56854 -0.35909 0.52410 3.2 -0.3 -0.6
C -0.83834 -0.75143 0.62472 -1.7 -0.6 -1.4
N -1.55687 -0.75672 -0.46220 -0.2 -0.8 1.7
F -3.05603 -0.67920 -0.27313 2.4 -0.5 0.6
H 1.25772 -1.01249 -0.10689 -1.0 0.5 1.0
H 0.54570 0.62750 -0.03478 0.7 -1.4 1.2
H 0.98930 -0.25582 1.60039 -0.5 -0.1 -2.0
H -1.04485 -0.72912 1.68521 -1.7 -0.3 -0.1
C -1.69189 2.41129 -0.05656 -1.4 -0.4 -0.5
N -1.05160 1.46106 -0.05157 0.0 3.3 -0.2
H -2.62188 2.91396 -0.21988 0.2 0.6 0.2
```
Positions in Å, forces in eV/Å.

Computed properties:
SMILES = C/C=N/F.C#N
HOMO level = -10.2 eV
energy above the lowest of the compared OMol25 structures with the same formula, charge and spin = 452.4 kJ/mol
DFT total energy = -8884.457 eV

# 4
Entry from the Open Molecules 2025 dataset: 6 unconnected molecules or ions with the total composition C36H38BClN6O10 (ωB97M-V/def2-TZVPD).

Structure (XYZ):
```
92
Properties=species:S:1:pos:R:3:forces:R:3
H -4.04699 -2.18022 0.39104 0.0 0.0 -0.1
N -3.32564 -1.93380 -0.29103 -0.1 -0.1 0.1
C -2.18324 -2.24522 0.16996 0.1 0.0 -0.2
C -1.98735 -2.90030 1.51457 -0.1 -0.1 0.1
C -0.97806 -1.91402 -0.68539 0.2 0.1 0.1
B -0.86296 -2.78090 -1.99945 0.0 0.1 -0.1
C -0.40002 -4.28360 -2.01062 -0.1 -0.1 0.2
Cl -0.80439 -5.04649 -3.60228 0.0 0.0 0.0
C -0.92371 -5.13877 -0.85352 0.0 0.1 -0.1
C -0.50261 -6.60194 -0.89128 -0.1 0.0 0.2
H -2.63239 -2.42078 2.25434 0.1 0.0 0.0
H -2.29201 -3.94881 1.45698 0.0 0.0 0.0
H -0.95294 -2.87077 1.84904 -0.1 0.0 0.0
H -1.08596 -0.86847 -0.98200 0.0 0.0 0.0
H -0.05269 -2.00822 -0.10640 -0.1 -0.1 0.0
H -1.07455 -2.25710 -3.04884 0.0 0.0 0.0
H 0.69773 -4.29751 -1.96569 0.0 0.1 0.0
H -2.01660 -5.06579 -0.82433 0.1 0.0 0.0
H -0.54900 -4.66607 0.06013 0.0 -0.1 0.0
H -0.81140 -7.10325 0.02920 0.0 0.0 0.0
H 0.58263 -6.70039 -0.97403 0.0 0.0 -0.1
H -0.97343 -7.12055 -1.72552 0.1 0.0 0.0
O -9.45935 -5.74844 -3.14969 0.0 0.0 0.0
N -8.49101 -5.49814 -2.46012 0.0 0.0 0.0
O -8.10860 -6.18573 -1.53398 0.0 0.0 0.0
C -7.72849 -4.27419 -2.76574 0.0 0.0 0.0
C -8.16270 -3.45888 -3.79498 0.0 0.0 -0.1
C -7.44593 -2.30524 -4.06986 0.0 0.0 0.0
C -6.31988 -1.98935 -3.32130 0.0 0.0 0.0
C -5.89892 -2.82352 -2.29406 0.0 0.0 0.0
C -6.60855 -3.98012 -2.00965 0.1 0.0 0.0
H -9.04137 -3.72318 -4.36365 0.0 0.0 0.0
H -7.77100 -1.64914 -4.86591 0.0 0.0 0.0
H -5.77148 -1.08162 -3.53308 0.0 0.0 0.0
H -5.01769 -2.56835 -1.72054 0.0 0.0 -0.1
H -6.30129 -4.64512 -1.21633 0.0 0.0 0.0
O 2.49220 -1.65742 0.50108 0.0 0.0 0.0
N 2.02722 -1.57839 1.62238 0.0 -0.1 0.0
O 1.22639 -2.37510 2.07930 0.1 0.0 0.0
C 2.44808 -0.45795 2.47084 0.0 0.0 0.0
C 3.32303 0.47759 1.94815 0.1 0.1 -0.1
C 3.72004 1.53341 2.75037 -0.1 0.1 0.1
C 3.24114 1.64029 4.04931 0.0 -0.2 0.0
C 2.36081 0.68948 4.55145 0.0 0.0 0.0
C 1.95379 -0.37250 3.76090 0.0 0.0 0.1
H 3.68597 0.37887 0.93584 0.0 0.0 0.0
H 4.40276 2.27452 2.36273 0.0 0.0 0.0
H 3.55544 2.46669 4.66582 0.0 -0.1 0.0
H 1.98614 0.78059 5.56177 0.0 0.0 0.0
H 1.27136 -1.12093 4.13450 0.0 0.0 0.0
O 3.10340 4.65750 4.57036 0.0 0.2 0.0
N 2.65723 4.76022 5.69704 0.0 0.0 0.0
O 1.84222 4.00073 6.18237 0.0 0.0 0.0
C 3.14365 5.87296 6.52956 0.0 0.0 0.0
C 4.05625 6.75873 5.98693 0.1 0.1 0.0
C 4.50326 7.80821 6.77326 0.0 0.0 0.0
C 4.03748 7.95310 8.07346 0.0 0.0 0.0
C 3.12354 7.04772 8.59667 0.0 0.0 0.0
C 2.66668 5.99410 7.82176 0.0 0.0 0.1
H 4.40678 6.62732 4.97439 0.0 0.0 0.0
H 5.21582 8.51362 6.36856 0.0 0.0 0.0
H 4.38806 8.77611 8.68201 0.0 0.0 0.0
H 2.76375 7.16171 9.60994 0.0 0.0 0.0
H 1.95525 5.28029 8.20869 0.0 0.0 -0.1
O -7.81160 2.91483 -4.85983 0.0 0.0 0.0
N -6.84239 2.24819 -4.56244 0.0 0.0 0.0
O -6.83799 1.36363 -3.72950 0.0 0.0 0.0
C -5.57462 2.52882 -5.26371 0.0 0.0 0.0
C -5.54560 3.53996 -6.20587 0.0 0.1 -0.1
C -4.35052 3.80202 -6.85652 0.0 0.0 0.0
C -3.21648 3.05743 -6.55971 0.0 0.0 0.0
C -3.27115 2.04503 -5.61086 0.0 0.0 0.0
C -4.45918 1.77368 -4.95144 0.1 0.0 0.0
H -6.43909 4.10554 -6.42312 0.0 0.0 0.0
H -4.30608 4.58955 -7.59626 0.0 0.0 0.0
H -2.28554 3.26769 -7.06946 0.0 0.0 0.0
H -2.38802 1.46487 -5.38093 0.0 0.0 0.0
H -4.51914 0.99402 -4.20717 0.0 0.0 0.0
O 6.66768 1.38465 2.02484 0.1 0.1 0.0
N 7.54677 1.68149 1.23845 0.0 -0.1 0.0
O 8.20383 2.69990 1.28834 0.0 0.0 0.0
C 7.82267 0.73288 0.14425 0.0 0.0 0.0
C 7.05844 -0.41647 0.05381 -0.1 -0.1 0.0
C 7.31111 -1.29720 -0.98550 0.0 0.0 0.0
C 8.31399 -1.01989 -1.90533 0.0 0.0 0.0
C 9.07118 0.13861 -1.79007 0.0 0.0 0.0
C 8.82761 1.02983 -0.75735 0.1 0.0 -0.1
H 6.28473 -0.61561 0.78049 0.0 0.0 0.0
H 6.72219 -2.19954 -1.07614 0.0 0.0 0.0
H 8.50576 -1.70971 -2.71649 0.0 0.0 0.0
H 9.85258 0.35117 -2.50668 0.0 0.0 0.0
H 9.40295 1.93716 -0.65120 0.0 0.0 0.0
```
Positions in Å, forces in eV/Å.

Computed properties:
SMILES = [H]/N=C(\C)CB[C@H](Cl)CC.O=[N+]([O-])c1ccccc1.O=[N+]([O-])c1ccccc1.O=[N+]([O-])c1ccccc1.O=[N+]([O-])c1ccccc1.O=[N+]([O-])c1ccccc1
HOMO level = -9.6 eV
energy above the lowest of the compared OMol25 structures with the same formula, charge and spin = 3.4 kJ/mol
DFT total energy = -80548.940 eV